Entry from the OMol25 dataset: C38H66F12N15O18S8 as an isolated structure (wB97M-V/def2-TZVPD).

Output
2S+1: 1
E_tot, eV: -218967.74852
Charge: +1
F_max, eV Å⁻¹: 5.60
Orbital gap, Ha: 0.3263

Structure (XYZ):
```
157
C38H66F12N15O18S8 (wB97M-V/def2-TZVPD)
C 3.1130 -3.2781 2.7319
C 2.8801 -1.9356 3.4363
N 3.5964 -1.7774 4.7057
C 3.9490 -0.4821 5.0854
C 4.5245 -0.5677 6.2739
N 4.5497 -1.9064 6.5849
C 4.0143 -2.6198 5.6420
C 5.0996 -2.5003 7.8156
H 3.2168 -4.1944 3.3427
H 4.1112 -3.2864 2.3302
H 2.4893 -3.3162 1.8724
H 1.7991 -1.8587 3.6924
H 3.1809 -1.0487 2.8720
H 3.7283 0.4145 4.4797
H 4.9765 0.1613 6.8755
H 3.7573 -3.6766 5.6678
H 4.4487 -2.2490 8.6572
H 6.0398 -2.0086 8.0450
H 5.2404 -3.5845 7.6688
C 0.0381 3.6188 -1.9927
C 1.2089 3.5211 -1.1300
N 1.4354 4.8468 -0.4779
C 2.2700 5.8968 -0.8545
C 2.0585 6.9172 -0.0079
N 1.2054 6.4628 0.9441
C 0.7965 5.1893 0.6472
C 0.7192 7.0810 2.1314
H -0.2404 2.6441 -2.4018
H 0.1287 4.3315 -2.8566
H -0.8584 3.9306 -1.4010
H 2.0754 3.2800 -1.6509
H 1.0700 2.7261 -0.4136
H 2.9110 5.8595 -1.6682
H 2.6627 7.8503 0.1157
H 0.1405 4.6032 1.2779
H -0.3324 7.2258 2.1547
H 1.2419 8.0056 2.1424
H 1.1102 6.4294 2.9470
C -4.9698 -0.4306 -0.6825
C -3.7659 -1.0328 -1.2768
N -2.6171 -0.8214 -0.3557
C -2.4791 0.1778 0.5517
C -1.1490 0.1996 0.9362
N -0.5254 -0.7795 0.1692
C -1.4370 -1.3539 -0.5422
C 0.9695 -1.0669 0.2267
H -5.0413 -0.8570 0.3243
H -5.7967 -0.8942 -1.2764
H -5.0408 0.6971 -0.7178
H -3.4766 -0.5840 -2.2391
H -3.8557 -2.0811 -1.4950
H -3.3639 0.7149 0.7772
H -0.6055 0.9574 1.4706
H -1.1925 -2.1207 -1.2191
H 0.9752 -2.1427 -0.0263
H 1.2806 -0.8652 1.2364
H 1.5164 -0.4928 -0.5485
C -1.5449 -7.9277 -2.3706
C -2.4347 -7.2095 -1.4171
N -3.0701 -6.0647 -2.1441
C -2.3629 -5.2862 -2.9935
C -3.2273 -4.3446 -3.4869
N -4.4271 -4.5783 -2.8705
C -4.2954 -5.6456 -2.0374
C -5.6641 -3.7928 -3.0371
H -0.6016 -7.3678 -2.5977
H -1.9649 -8.1416 -3.3594
H -1.1479 -8.7924 -1.8400
H -1.8660 -6.8385 -0.5814
H -3.2680 -7.8020 -1.0535
H -1.3343 -5.5462 -3.2066
H -3.1016 -3.5456 -4.2042
H -5.1097 -6.1323 -1.4705
H -5.8649 -3.1886 -2.1934
H -6.5307 -4.4448 -3.3227
H -5.4683 -3.2094 -3.9163
C 0.9954 5.5673 6.9846
C -0.2746 4.7553 6.7195
N -0.0189 3.2611 6.6271
C 0.5497 2.4422 7.5839
C 0.4826 1.1621 7.0560
N -0.1499 1.2925 5.8347
C -0.4194 2.5329 5.6042
C -0.3497 0.2486 4.8223
H 1.6850 5.2777 6.1623
H 1.4268 5.3863 7.9453
H 0.7132 6.5711 6.8048
H -0.6895 5.0082 5.7306
H -1.0681 4.8689 7.4835
H 1.0854 2.7835 8.4752
H 0.8153 0.2066 7.3893
H -0.9028 3.0042 4.7487
H -0.6200 -0.6827 5.3186
H 0.5881 -0.0097 4.2902
H -1.0783 0.6178 4.0676
C 0.7360 2.2322 -9.4611
C 0.4541 1.4971 -8.1650
N 1.4920 0.5289 -7.8235
C 2.7834 0.8616 -7.4941
C 3.4031 -0.2545 -7.0209
N 2.5015 -1.3036 -7.0666
C 1.3426 -0.7268 -7.4231
C 2.7343 -2.7275 -7.0546
H 1.5946 2.8237 -9.2269
H -0.1707 2.8116 -9.6827
H 0.9514 1.5217 -10.2524
H -0.4400 0.9088 -8.1868
H 0.4017 2.0851 -7.2484
H 3.2523 1.8143 -7.7567
H 4.3797 -0.4203 -6.6214
H 0.3375 -1.0814 -7.5594
H 2.7775 -3.0780 -8.1069
H 1.9878 -3.2356 -6.4371
H 3.7201 -2.7438 -6.5362
N -2.1389 -2.9546 1.7108
S -3.2309 -3.9584 1.2969
O -2.6417 -5.2050 0.8837
O -4.1882 -3.4541 0.3980
F -4.0224 -4.2497 2.6018
S -1.1162 -3.4612 2.8585
O -1.4337 -4.5106 3.7592
O -0.5040 -2.2918 3.3852
F -0.0917 -4.0664 1.7600
N -3.3753 0.8801 -3.9310
S -3.8772 2.3711 -3.7545
O -4.1876 2.5140 -2.2884
O -4.8296 2.9040 -4.6634
F -2.4986 3.2769 -3.9169
S -2.4760 0.3509 -5.0965
O -2.5852 -1.0225 -4.8834
O -1.2265 0.9593 -5.4798
F -3.2964 0.5607 -6.3674
N 2.7591 -3.3306 -3.4171
S 2.7758 -1.7949 -3.6685
O 3.9241 -1.4115 -4.4157
O 2.3474 -1.0152 -2.5485
F 1.4589 -1.6204 -4.6206
S 1.5386 -4.1289 -2.8427
O 0.2415 -3.5983 -3.1642
O 1.7106 -4.5794 -1.5267
F 1.6989 -5.4489 -3.7704
C -3.5773 4.3580 1.8236
F -3.3696 5.0328 0.6817
F -4.2491 5.1469 2.7477
F -4.3649 3.2956 1.6268
S -2.1056 3.8692 2.5416
O -1.5124 3.2769 1.3552
O -1.3398 5.0310 2.9970
O -2.5208 2.9938 3.6382
C 3.7129 2.8765 2.1354
F 4.2625 4.0680 2.4212
F 3.2823 2.9594 0.8278
F 4.6731 1.9657 2.2724
S 2.3741 2.4639 3.2472
O 3.0823 2.2295 4.5407
O 1.5268 3.6316 3.2174
O 1.8842 1.2082 2.6084
```

Löwdin population analysis, charges in e, atoms 1 to 2: number 1, C, carries -0.039; number 2, C, carries -0.150

Entry from the OMol25 dataset: C38H67BCrN11O as an isolated structure (wB97M-V/def2-TZVPD).

Output
2S+1: 5
E_tot, eV: -88031.20793
Charge: +1
F_max, eV Å⁻¹: 1.05
Orbital gap (alpha / beta), Ha: 0.3258 / 0.3425

Structure (XYZ):
```
119
C38H67BCrN11O (wB97M-V/def2-TZVPD)
Cr -0.0837 -0.1040 0.0751
N 0.6241 -1.9648 0.8988
C 1.5309 -2.9444 0.2782
C 1.2419 -3.0847 -1.2115
N 1.1400 -1.7852 -1.8684
C 2.4243 -1.1544 -2.1727
C 2.9823 -0.2997 -1.0261
N 1.9464 0.5297 -0.3830
H -0.2656 -2.4118 1.0674
H 0.9594 -1.6834 1.8124
H 2.5576 -2.6241 0.4434
H 1.4319 -3.9255 0.7460
H 2.0181 -3.7165 -1.6579
H 0.2887 -3.5982 -1.3427
H 0.6051 -1.8797 -2.7196
H 3.1845 -1.9033 -2.4233
H 2.2876 -0.5343 -3.0585
H 3.4255 -0.9415 -0.2684
H 3.7895 0.3202 -1.4190
H 2.2486 0.8153 0.5465
H 1.8181 1.3910 -0.8976
C -0.5463 4.1427 3.4354
C 0.2086 2.8703 3.2214
C 1.3583 2.4543 3.8411
C 1.6518 1.1945 3.2888
N 0.7451 0.8661 2.3680
N -0.1534 1.9082 2.3392
B -1.5349 1.8807 1.6325
N -2.2609 0.5176 1.8232
N -1.8873 -0.6491 1.1909
C -2.7553 -1.5870 1.6002
C -3.6640 -1.0250 2.5018
C -3.3223 0.3046 2.6191
C -4.0063 1.3654 3.4182
C -2.8016 -3.0382 1.1408
C -2.4176 -3.1673 -0.3408
C -4.2397 -3.5524 1.2943
C -1.9304 -3.9490 2.0393
N -1.5184 2.2969 0.1389
N -0.6749 1.7521 -0.8085
C -0.8756 2.4550 -1.9347
C -1.8525 3.4269 -1.7105
C -2.2409 3.2983 -0.3954
C -3.3239 4.0493 0.3085
C -0.1789 2.2227 -3.2648
C -0.4593 0.7970 -3.7554
C 1.3361 2.4618 -3.1789
C -0.7338 3.2068 -4.2968
C 2.8618 0.3717 3.6748
C 2.8202 0.1160 5.1884
C 4.1305 1.1667 3.3336
C 2.9267 -0.9719 2.9635
H 0.0312 4.7937 4.0900
H -1.5159 3.9619 3.9040
H -0.7259 4.6701 2.4962
H 1.9023 2.9888 4.6057
H -2.2050 2.6965 2.1829
H -4.4841 -1.5134 3.0041
H -4.8474 0.9226 3.9489
H -4.3845 2.1633 2.7769
H -3.3368 1.8165 4.1513
H -3.2590 -2.8801 -0.9765
H -2.1574 -4.2042 -0.5763
H -1.5874 -2.5161 -0.6168
H -4.9553 -2.8814 0.8122
H -4.5184 -3.6614 2.3441
H -4.3199 -4.5354 0.8246
H -0.8650 -3.9441 1.7998
H -2.2626 -4.9843 1.9268
H -2.0403 -3.6719 3.0898
H -2.2542 4.1356 -2.4158
H -3.6315 4.8880 -0.3136
H -3.0084 4.4311 1.2787
H -4.2019 3.4132 0.4525
H -0.1691 0.0705 -2.9937
H 0.0881 0.5966 -4.6817
H -1.5248 0.6659 -3.9492
H 1.8615 1.6234 -2.7275
H 1.5640 3.3750 -2.6227
H 1.7454 2.5741 -4.1853
H -1.8073 3.0706 -4.4450
H -0.2387 3.0383 -5.2544
H -0.5512 4.2418 -4.0003
H 2.8789 1.0495 5.7512
H 3.6632 -0.5132 5.4864
H 1.8940 -0.3909 5.4700
H 4.1225 2.1506 3.8041
H 4.2241 1.3126 2.2524
H 5.0170 0.6295 3.6826
H 2.1252 -1.6366 3.3011
H 3.8705 -1.4654 3.2031
H 2.8772 -0.8552 1.8765
C -9.1815 1.4478 -0.2889
C -8.1246 0.9241 0.6739
N -7.0973 0.1166 0.0028
C -7.0992 -1.3257 0.2448
C -8.2848 -2.0406 -0.3851
C -6.0986 0.7848 -0.6269
O -6.0027 2.0052 -0.6072
C -5.0637 -0.0067 -1.3827
C -5.3478 -0.8384 -2.4529
C -4.2911 -1.4303 -3.1315
C -2.9985 -1.1666 -2.7065
N -2.7106 -0.3550 -1.6854
C -3.7355 0.2085 -1.0553
H -9.9275 2.0359 0.2494
H -9.6919 0.6296 -0.8004
H -8.7157 2.0907 -1.0366
H -8.5732 0.2982 1.4456
H -7.6288 1.7641 1.1564
H -7.1043 -1.4872 1.3266
H -6.1679 -1.7377 -0.1320
H -9.2304 -1.6605 0.0054
H -8.2370 -3.1085 -0.1642
H -8.2881 -1.9122 -1.4698
H -6.3735 -1.0210 -2.7523
H -4.4653 -2.0832 -3.9778
H -2.1531 -1.6192 -3.2205
H -3.4988 0.8759 -0.2326
```

Löwdin population analysis, charges in e, atoms 1 to 2: number 1, Cr, carries 0.755; number 2, N, carries -0.022

Entry from the OMol25 dataset: a 11-piece molecular cluster, C38H68Br2N2O15S2 overall (wB97M-V/def2-TZVPD).

Output
2S+1: 1
E_tot, eV: -235948.40016
Structure (SMILES): C=CN1c2c(Br)cc([C@H](Br)CC)cc2Sc2c(Cc3ccccc3)c(ON=O)cc(CCCCS(=O)(=O)O)c21.CO.CO.CO.CO.CO.CO.CO.CO.CO.CO
Charge: 0
F_max, eV Å⁻¹: 2.63
Orbital gap, Ha: 0.2891

Structure (XYZ):
```
127
C38H68Br2N2O15S2 (wB97M-V/def2-TZVPD)
C 0.8357 -0.0099 -0.7516
C -0.3903 -0.1540 -0.2238
N -1.1391 -1.3914 -0.2528
C -1.5016 -1.6897 1.1073
C -2.7815 -1.4707 1.5676
Br -4.1272 -0.7756 0.3952
C -3.1146 -1.7656 2.8689
C -2.2051 -2.2756 3.7620
C -2.5708 -2.6356 5.1883
Br -1.8170 -1.3408 6.4595
C -2.2985 -4.1043 5.5447
C -0.8327 -4.4450 5.9216
C -0.9038 -2.5039 3.3262
C -0.5996 -2.2082 2.0227
S 1.0456 -2.5239 1.3984
C 0.6443 -3.1154 -0.2443
C 1.3353 -4.1654 -0.8334
C 2.4852 -4.8159 -0.0504
C 3.7076 -3.9021 -0.2265
C 4.1953 -3.0876 0.7674
C 5.2845 -2.2515 0.5611
C 5.8691 -2.2402 -0.6864
C 5.3905 -3.0614 -1.6929
C 4.3143 -3.8908 -1.4802
C 0.9647 -4.5684 -2.0965
O 1.6430 -5.6432 -2.6594
N 1.9297 -5.4295 -4.0359
O 2.9320 -5.9619 -4.2975
C -0.0544 -3.9114 -2.7545
C -0.7298 -2.8802 -2.1581
C -1.8609 -2.1461 -2.8795
C -1.2645 -0.8625 -3.5629
C -1.9432 0.4407 -3.0697
C -1.0037 1.6523 -3.2828
S -1.2270 2.9464 -2.0321
O -1.5177 4.1883 -2.6917
O -2.2480 2.6162 -1.0886
O 0.1407 3.1825 -1.2024
C -0.4101 -2.4535 -0.8707
H 1.1732 -0.5289 -1.6462
H 1.5024 0.6922 -0.2564
H -0.8519 0.7219 0.2352
H -4.1561 -1.6025 3.1750
H -3.6579 -2.4970 5.2457
H -2.9723 -4.4965 6.3100
H -2.5257 -4.6764 4.6366
H -0.3404 -5.0784 5.1707
H -0.1852 -3.5748 6.0658
H -0.8206 -5.0407 6.8428
H -0.1131 -2.9008 3.9545
H 2.1825 -4.8724 1.0016
H 2.6885 -5.8338 -0.3937
H 3.7267 -3.0652 1.7482
H 5.6586 -1.6302 1.3686
H 6.7133 -1.5820 -0.8818
H 5.8536 -3.0422 -2.6782
H 3.9196 -4.5156 -2.2768
H -0.3228 -4.2200 -3.7626
H -2.6407 -1.8732 -2.1648
H -2.2740 -2.7658 -3.6826
H -0.2000 -0.7776 -3.3056
H -1.2890 -0.9596 -4.6556
H -2.2810 0.3838 -2.0330
H -2.8088 0.6331 -3.7178
H -1.2008 2.1532 -4.2362
H 0.0597 1.3815 -3.2853
H 0.8794 3.0647 -1.8215
C -1.6799 7.8145 -4.0214
O -0.3927 7.2646 -3.7544
H -1.5842 8.5370 -4.8299
H -2.3691 7.0235 -4.3254
H -2.0607 8.3179 -3.1290
H -0.4989 6.6277 -3.0392
C 0.2846 11.4423 -5.6613
O -0.2732 11.6792 -4.3688
H 0.2834 12.3759 -6.2196
H 1.3080 11.0826 -5.5574
H -0.3180 10.7023 -6.1963
H -0.2581 10.8393 -3.9013
C 4.1487 9.0877 -5.8849
O 2.7922 9.4401 -5.6350
H 4.5755 9.8269 -6.5600
H 4.7198 9.0812 -4.9538
H 4.1999 8.0992 -6.3525
H 2.4276 8.7781 -5.0376
C -2.5244 2.6495 5.4763
O -1.2079 2.1450 5.6634
H -2.4716 3.7356 5.4480
H -2.9412 2.2867 4.5327
H -3.1707 2.3437 6.3039
H -1.2724 1.1850 5.6860
C -5.9768 -5.7417 5.7014
O -4.6648 -6.2692 5.8817
H -5.9076 -4.6561 5.6926
H -6.3980 -6.0809 4.7513
H -6.6280 -6.0525 6.5216
H -4.7381 -7.2281 5.8882
C -2.5261 -7.1737 1.9815
O -3.0592 -6.2384 2.9139
H -1.5982 -6.7678 1.5853
H -2.3185 -8.1270 2.4751
H -3.2275 -7.3327 1.1584
H -3.8781 -6.6050 3.2591
C 7.4213 -3.2017 3.9568
O 6.1543 -3.7089 3.5512
H 7.3117 -2.1401 4.1658
H 7.7641 -3.7111 4.8611
H 8.1572 -3.3359 3.1595
H 6.2648 -4.6459 3.3686
C 3.1840 7.8591 -9.7877
O 2.9533 9.1418 -9.2202
H 3.0816 7.9411 -10.8672
H 4.1941 7.5122 -9.5503
H 2.4511 7.1390 -9.4131
H 3.0466 9.0559 -8.2670
C -6.8550 0.1912 4.2226
O -5.6439 -0.5126 4.4919
H -6.6499 0.9419 3.4639
H -7.6190 -0.4960 3.8510
H -7.2156 0.6842 5.1283
H -5.8396 -1.1705 5.1654
C 2.2987 0.8409 2.4320
O 3.5232 0.1409 2.6424
H 2.4660 1.6089 1.6794
H 1.5280 0.1494 2.0788
H 1.9745 1.3140 3.3623
H 3.3595 -0.5321 3.3095
```

Löwdin population analysis, charges in e, atoms 1 to 2: number 1, C, carries 0.014; number 2, C, carries -0.145

Which of these has the highest E_tot?
C38H67BCrN11O